The following is a DFT calculation (the ωB97M-V functional and the def2-TZVPD basis) of C40H67CeN3O5PS2 as an isolated structure at a distorted geometry.

Output
expectation value of S²	0.751
lowest unoccupied orbital energy (alpha / beta)	3.9 / 3.9	eV
molar mass	905.22	g/mol
electronic energy	-3717.93694	Ha
HOMO-LUMO gap (alpha / beta)	6.41 / 6.41	eV

ORCA input file:
```
! RIJCOSX wB97M-V def2-TZVPD def2/J DEFGRID3
* xyz -2 2
Ce -1.375 -0.873 0.977
C 2.778 -5.105 -0.284
N 1.887 -4.017 0.012
C 1.046 -4.262 1.167
C 1.130 -3.567 -1.153
C 1.645 -2.276 -1.791
N 1.531 -1.126 -0.916
C 2.678 -1.102 -0.012
C 2.780 0.087 0.896
C 3.736 1.042 0.648
C 3.938 2.116 1.508
C 3.201 2.099 2.691
C 2.265 1.132 3.016
C 1.897 0.146 2.029
O 0.931 -0.672 2.120
C 1.667 1.186 4.422
C 2.805 1.368 5.452
C 0.923 -0.095 4.796
C 0.694 2.365 4.539
C 4.930 3.236 1.231
C 6.047 3.221 2.289
C 4.217 4.596 1.276
C 5.589 3.111 -0.147
C 1.468 0.132 -1.667
C 0.418 0.160 -2.739
C 0.812 0.133 -4.063
C -0.111 0.133 -5.101
C -1.453 0.104 -4.728
C -1.910 0.149 -3.419
C -0.960 0.230 -2.340
O -1.258 0.392 -1.113
C -3.428 0.086 -3.229
C -3.885 0.123 -1.772
C -3.966 -1.225 -3.829
C -4.088 1.283 -3.944
C 0.278 0.144 -6.575
C -0.459 1.283 -7.297
C 1.781 0.365 -6.786
C -0.100 -1.190 -7.238
H 2.265 -6.019 -0.641
H 3.349 -5.366 0.610
H 3.480 -4.792 -1.058
H 0.279 -5.031 0.977
H 0.543 -3.323 1.442
H 1.673 -4.586 2.002
H 0.097 -3.360 -0.862
H 1.115 -4.357 -1.922
H 1.016 -2.089 -2.668
H 2.697 -2.410 -2.138
H 3.617 -1.155 -0.617
H 2.615 -2.008 0.595
H 4.333 0.936 -0.250
H 3.381 2.899 3.403
H 3.609 0.659 5.256
H 2.433 1.197 6.464
H 3.224 2.373 5.420
H 1.556 -0.967 4.642
H 0.037 -0.207 4.176
H 0.618 -0.060 5.846
H 1.170 3.296 4.231
H 0.345 2.473 5.569
H -0.167 2.185 3.900
H 5.625 3.308 3.286
H 6.750 4.044 2.134
H 6.594 2.282 2.235
H 3.763 4.763 2.249
H 3.428 4.623 0.529
H 4.920 5.411 1.076
H 6.185 2.202 -0.210
H 6.249 3.964 -0.329
H 4.833 3.087 -0.928
H 2.460 0.345 -2.125
H 1.258 0.913 -0.931
H 1.876 0.111 -4.267
H -2.189 0.026 -5.522
H -3.468 -0.716 -1.204
H -4.973 0.047 -1.722
H -3.582 1.050 -1.292
H -3.521 -2.067 -3.304
H -3.738 -1.314 -4.890
H -5.048 -1.278 -3.707
H -3.745 2.208 -3.487
H -5.175 1.231 -3.850
H -3.840 1.316 -5.005
H -0.238 2.231 -6.814
H -1.533 1.128 -7.258
H -0.158 1.342 -8.347
H 2.102 1.286 -6.305
H 2.007 0.439 -7.854
H 2.358 -0.460 -6.377
H -1.162 -1.382 -7.122
H 0.442 -2.009 -6.770
H 0.138 -1.180 -8.305
C -6.204 1.573 1.010
C -4.940 1.829 1.829
O -4.916 1.051 2.977
P -3.767 -0.349 2.958
S -2.167 0.910 2.909
S -4.697 -1.380 1.509
O -4.383 -0.718 4.458
C -4.004 0.071 5.548
C -2.979 -0.654 6.417
H -6.149 2.069 0.039
H -7.086 1.917 1.552
H -6.271 0.496 0.870
H -4.877 2.894 2.121
H -4.060 1.610 1.198
H -4.920 0.294 6.124
H -3.580 1.014 5.189
H -3.423 -1.543 6.864
H -2.621 0.005 7.208
H -2.153 -0.960 5.780
N -2.301 -4.051 -0.658
C -1.990 -3.061 -0.126
C -2.920 -3.073 3.473
O -2.461 -1.785 3.253
H -3.713 -3.092 4.237
H -2.080 -3.690 3.825
H -3.322 -3.535 2.556
*
```

The following is a DFT calculation (the ωB97M-V functional and the def2-TZVPD basis) of a 11-piece molecular cluster, C7H34NO10 overall at a distorted geometry.

Output
lowest unoccupied orbital energy	-2.4	eV
molar mass	292.35	g/mol
energy above the lowest of the compared OMol25 structures with the same formula, charge and spin	2.262	eV
electronic energy	-1093.98231	Ha
HOMO-LUMO gap	9.03	eV

ORCA input file:
```
! RIJCOSX wB97M-V def2-TZVPD def2/J DEFGRID3
* xyz 1 1
C -1.702 1.258 -2.621
C -2.176 2.366 -1.635
C -1.596 2.428 -0.213
C -0.273 2.619 -0.095
C 0.204 2.993 1.252
C 0.142 2.210 2.323
C 0.541 2.655 3.716
N -0.977 0.080 -2.029
H -0.953 1.618 -3.425
H -2.657 0.843 -3.043
H -3.273 2.172 -1.516
H -2.078 3.344 -2.146
H -2.329 2.399 0.553
H 0.408 2.663 -0.971
H 0.389 4.089 1.280
H -0.343 1.219 2.232
H -0.332 2.286 4.307
H 0.421 3.734 3.790
H 1.464 2.442 4.233
H -0.015 0.262 -1.733
H -1.053 -0.694 -2.707
H -1.420 -0.352 -1.206
H 1.957 -0.926 -3.531
H 1.823 0.455 -2.769
O 1.413 -0.401 -2.938
H -3.768 -0.745 -0.650
H -3.892 0.505 0.229
O -3.347 0.136 -0.476
H 0.137 -1.610 0.881
H -1.065 -0.701 0.559
O -0.140 -0.882 0.250
H 1.853 -2.855 0.817
H 1.767 -1.778 1.829
O 1.269 -2.561 1.555
H -2.759 -2.043 1.721
H -3.198 -0.775 2.563
O -2.887 -1.059 1.696
H -0.748 -3.262 2.148
H -1.869 -4.088 2.732
O -1.694 -3.232 2.329
H 0.608 -3.838 -2.247
H 1.012 -2.371 -1.982
O 0.578 -2.954 -2.623
H 5.522 -0.097 -0.898
H 4.013 0.478 -0.332
O 4.603 -0.206 -0.669
H 3.545 -1.700 -0.674
H 3.461 -3.286 -0.951
O 3.069 -2.533 -0.509
H 1.335 -0.056 0.312
H 2.709 -0.455 0.927
O 2.299 0.206 0.358
*
```

The following is a DFT calculation (the ωB97M-V functional and the def2-TZVPD basis) of one molecule with the formula C6H9P at a distorted geometry.

Output
lowest unoccupied orbital energy	0.2	eV
molar mass	112.11	g/mol
energy above the lowest of the compared OMol25 structures with the same formula, charge and spin	0.000	eV
SMILES string	CC1=C[C@H](C)P=C1
electronic energy	-575.33809	Ha
HOMO-LUMO gap	8.44	eV

ORCA input file:
```
! RIJCOSX wB97M-V def2-TZVPD def2/J DEFGRID3
* xyz 0 1
C 2.197 -1.040 0.028
C 0.726 -0.824 -0.107
C 0.119 0.324 -0.455
C -1.368 0.257 -0.516
C -2.057 1.321 0.339
P -1.835 -1.499 -0.031
C -0.201 -1.892 0.145
H 2.443 -1.316 1.053
H 2.746 -0.138 -0.235
H 2.520 -1.852 -0.623
H 0.628 1.247 -0.675
H -1.697 0.386 -1.557
H -1.768 1.206 1.382
H -3.138 1.228 0.266
H -1.768 2.317 0.007
H 0.142 -2.874 0.430
*
```

The following is a DFT calculation (the ωB97M-V functional and the def2-TZVPD basis) of a 9-piece molecular cluster, C5H29NO10 overall at a distorted geometry.

Output
lowest unoccupied orbital energy	0.3	eV
molar mass	263.28	g/mol
energy above the lowest of the compared OMol25 structures with the same formula, charge and spin	6.160	eV
SMILES string	C[C@H](NCO)[C@@H](C)O.O.O.O.O.O.O.O.O
electronic energy	-1014.92361	Ha
HOMO-LUMO gap	9.88	eV

ORCA input file:
```
! RIJCOSX wB97M-V def2-TZVPD def2/J DEFGRID3
* xyz 0 1
C -2.206 1.085 0.300
C -1.975 -0.161 -0.661
N -1.025 -1.234 -0.267
C -1.410 -2.189 0.762
O -0.579 -1.871 1.884
C -1.595 0.359 -2.084
C -2.706 1.243 -2.748
O -0.311 0.903 -2.082
H -2.163 0.815 1.436
H -3.235 1.585 0.122
H -1.465 1.854 0.032
H -2.939 -0.654 -0.752
H -0.185 -0.772 -0.070
H -2.399 -2.058 1.062
H -1.114 -3.293 0.541
H -0.913 -2.470 2.668
H -1.325 -0.490 -2.805
H -3.447 0.569 -3.425
H -2.112 2.095 -3.089
H -3.498 1.686 -2.222
H -0.171 1.525 -1.316
O 3.513 1.162 -0.287
H 2.818 1.028 -0.926
H 3.614 0.292 0.075
O -2.058 -0.841 3.483
H -1.284 -1.161 4.205
H -1.815 0.233 3.491
O 0.996 3.869 0.092
H 1.808 3.375 0.165
H 0.945 4.379 -0.721
O -0.055 1.221 2.617
H 0.235 0.354 2.169
H 0.567 1.842 2.253
O 1.887 -1.960 0.730
H 1.614 -1.940 -0.212
H 1.044 -1.924 1.212
O 2.890 -1.717 -1.831
H 2.325 -1.268 -2.496
H 2.327 -2.560 -1.818
O 2.172 2.410 1.773
H 2.898 2.020 1.084
H 2.632 3.038 2.265
O 0.518 -2.740 -2.540
H -0.218 -2.864 -3.203
H 0.178 -2.094 -1.983
*
```